1.
Below is a single C4H5N3 molecule, with properties calculated with wB97M-V/def2-TZVPD.

Results
LUMO level: 0.0266 Ha
HOMO-LUMO gap: 10.3 eV
Relative energy (zero: lowest compared OMol25 entry of this formula, charge and spin): 39.1 kcal per mole

Element x y z (Å)
N  -2.178  1.141  -1.339
C  -1.073  0.801  -1.269
C  0.200  0.412  -0.685
C  -0.101  0.722  0.838
N  0.372  -0.444  1.560
C  0.654  -1.328  0.692
N  0.565  -0.989  -0.660
H  1.064  0.997  -0.998
H  0.414  1.639  1.114
H  -1.166  0.889  1.043
H  1.043  -2.309  0.947
H  0.121  -1.634  -1.296

2.
Below is 2 unconnected molecules or ions with the total composition C3H5NS, with properties calculated with wB97M-V/def2-TZVPD.

Results
LUMO level: -0.0083 Ha
HOMO-LUMO gap: 8.8 eV
Relative energy (zero: lowest compared OMol25 entry of this formula, charge and spin): 74.5 kcal per mole

Element x y z (Å)
C  0.684  1.339  0.443
C  -1.860  -0.563  -0.663
C  1.429  0.147  0.122
N  0.076  2.306  0.719
S  -2.816  0.783  -0.451
H  -1.925  1.664  -0.490
H  -2.479  -1.441  -0.622
H  1.707  0.250  -0.956
H  2.243  0.104  0.847
H  0.682  -0.506  0.367

3.
Below is a molecular structure, C31H21BaCl2IN4O3SSe, with properties calculated with wB97M-V/def2-TZVPD.

Results
LUMO level: -0.0358 Ha
HOMO-LUMO gap: 6.0 eV
Relative energy (zero: lowest compared OMol25 entry of this formula, charge and spin): 11.6 kcal per mole

Element x y z (Å)
Ba  0.157  -0.701  0.130
I  0.409  -4.019  1.305
C  1.672  -4.827  -0.165
C  1.971  -6.156  -0.102
C  2.829  -6.713  -1.072
C  3.345  -5.923  -2.057
C  3.036  -4.543  -2.125
C  3.572  -3.729  -3.152
C  3.267  -2.400  -3.188
C  2.414  -1.844  -2.207
C  1.835  -2.558  -1.177
C  2.177  -3.946  -1.158
H  1.561  -6.782  0.679
H  3.070  -7.767  -1.024
H  4.006  -6.344  -2.807
H  4.220  -4.180  -3.894
H  3.680  -1.769  -3.969
H  2.236  -0.767  -2.305
Se  -5.718  3.041  5.913
N  -4.671  3.711  4.613
C  -3.970  2.723  4.138
C  -2.983  2.870  3.079
C  -2.655  4.123  2.561
C  -1.661  4.205  1.613
C  -1.036  3.029  1.206
N  -1.361  1.829  1.660
C  -2.314  1.739  2.592
C  -2.602  0.402  3.151
N  -1.976  -0.649  2.610
C  -2.131  -1.830  3.186
C  -2.919  -2.052  4.312
C  -3.612  -0.988  4.840
C  -3.463  0.266  4.248
C  -4.191  1.427  4.740
N  -5.067  1.372  5.700
H  -3.169  5.000  2.933
H  -1.347  5.154  1.201
H  -0.204  3.053  0.513
H  -1.617  -2.663  2.723
H  -2.984  -3.042  4.740
H  -4.263  -1.095  5.697
C  -2.082  2.620  -2.541
S  -0.622  1.731  -2.001
O  -1.077  0.293  -1.900
C  0.381  1.799  -3.475
C  1.302  2.827  -3.599
C  2.099  2.876  -4.733
C  1.977  1.896  -5.707
C  1.065  0.859  -5.555
C  0.257  0.803  -4.432
H  -2.533  2.072  -3.366
H  -1.797  3.624  -2.853
H  -2.756  2.666  -1.687
H  1.415  3.562  -2.811
H  2.829  3.667  -4.844
H  2.610  1.931  -6.584
H  0.992  0.085  -6.307
H  -0.435  -0.012  -4.266
Cl  4.389  1.197  2.582
C  2.721  1.713  2.851
Cl  2.547  3.468  2.638
C  1.797  0.928  1.903
O  1.320  -0.124  2.376
O  1.591  1.373  0.752
H  2.465  1.487  3.880

4.
Below is a single C3H5N3O molecule, with properties calculated with wB97M-V/def2-TZVPD.

Results
LUMO level: 0.0289 Ha
HOMO-LUMO gap: 10.0 eV
Relative energy (zero: lowest compared OMol25 entry of this formula, charge and spin): 79.1 kcal per mole

Element x y z (Å)
N  0.271  0.129  1.720
C  0.031  -0.381  0.420
C  -0.144  -1.670  -0.012
O  -0.351  -1.780  -1.304
N  -0.309  -0.203  -1.877
C  -0.085  0.417  -0.770
N  -0.015  1.776  -1.084
H  -0.476  -0.092  2.367
H  1.145  -0.200  2.114
H  -0.121  -2.554  0.645
H  0.877  2.201  -1.250
H  -0.824  2.357  -0.969

5.
Below is a gas-phase ion, C3H2NO4S (charge -1), with properties calculated with wB97M-V/def2-TZVPD.

Results
LUMO level: 0.1418 Ha
Total charge: -1
HOMO-LUMO gap: 9.1 eV
Relative energy (zero: lowest compared OMol25 entry of this formula, charge and spin): 55.1 kcal per mole

Element x y z (Å)
C  -0.705  -0.847  -0.919
C  -1.143  -0.563  0.293
C  1.796  -1.024  -1.235
N  0.621  -1.031  -1.282
O  0.684  1.950  2.001
O  2.017  0.385  0.658
O  -0.410  -0.110  1.293
O  0.106  1.650  -0.364
S  0.710  1.068  0.841
H  -1.345  -0.832  -1.819
H  -2.330  -0.646  0.533

6.
Below is a molecular structure, C33H33Cl3GeN3OP2Pd, with properties calculated with wB97M-V/def2-TZVPD.

Results
LUMO level (alpha / beta): 0.0140 / -0.0305 Ha
<S²>: 0.76
HOMO-LUMO gap (alpha / beta): 7.0 / 6.9 eV
Relative energy (zero: lowest compared OMol25 entry of this formula, charge and spin): 2.2 kcal per mole
Spin multiplicity: 2

Element x y z (Å)
Pd  -1.680  1.030  -0.353
C  0.144  -1.367  -1.389
N  1.361  -0.995  -0.683
C  1.651  0.424  -0.612
P  0.462  1.476  0.396
C  0.890  1.084  2.115
C  -0.076  0.595  2.984
C  0.255  0.300  4.302
C  1.549  0.498  4.755
C  2.517  1.011  3.897
C  2.184  1.309  2.587
C  1.147  3.142  0.157
C  1.095  4.062  1.203
C  1.531  5.363  1.016
C  2.021  5.765  -0.219
C  2.063  4.861  -1.270
C  1.622  3.558  -1.087
C  2.293  -1.968  -0.285
C  2.397  -3.198  -0.942
C  3.282  -4.166  -0.494
C  4.100  -3.937  0.601
C  4.015  -2.711  1.246
C  3.121  -1.744  0.819
P  -1.136  -1.455  -0.063
C  -2.786  -1.231  -0.794
C  -3.904  -1.625  -0.039
C  -5.173  -1.238  -0.411
C  -5.371  -0.433  -1.536
C  -4.289  -0.037  -2.290
C  -2.994  -0.426  -1.926
C  -1.012  -3.181  0.495
C  -1.599  -4.241  -0.194
C  -1.369  -5.544  0.213
C  -0.544  -5.797  1.304
C  0.038  -4.746  1.995
C  -0.204  -3.438  1.598
H  0.252  -2.316  -1.908
H  -0.095  -0.604  -2.133
H  1.627  0.848  -1.619
H  2.655  0.568  -0.212
H  -1.086  0.446  2.622
H  -0.505  -0.077  4.973
H  1.805  0.267  5.781
H  3.524  1.186  4.251
H  2.934  1.741  1.932
H  0.702  3.767  2.167
H  1.475  6.067  1.836
H  2.358  6.783  -0.363
H  2.433  5.169  -2.239
H  1.630  2.883  -1.932
H  1.792  -3.411  -1.812
H  3.331  -5.111  -1.021
H  4.788  -4.697  0.945
H  4.635  -2.506  2.110
H  3.029  -0.825  1.378
H  -3.765  -2.221  0.855
H  -6.021  -1.539  0.190
H  -6.368  -0.110  -1.803
H  -4.424  0.594  -3.158
H  -2.168  -0.148  -2.575
H  -2.238  -4.046  -1.048
H  -1.829  -6.366  -0.320
H  -0.359  -6.817  1.615
H  0.681  -4.940  2.844
H  0.251  -2.613  2.136
Cl  -4.920  2.270  1.271
Ge  -3.101  2.908  0.156
Cl  -2.421  4.569  1.445
Cl  -4.040  4.102  -1.494
N  0.241  2.600  -4.840
C  -0.421  2.540  -3.649
N  -1.238  3.584  -3.360
O  -0.244  1.606  -2.866
H  0.071  3.311  -5.526
H  0.810  1.810  -5.082
H  -1.507  4.248  -4.064
H  -1.872  3.479  -2.581

no.,strongest force on any atom (eV Å⁻¹)
1,1.28
2,4.43
3,0.96
4,3.92
5,3.74
6,0.65